(1)
{
  "formula": "C25H32ClN3O2",
  "method": "ωB97M-V with the def2-TZVPD basis set",
  "symbols": ["C", "N", "C", "C", "C", "N", "C", "O", "C", "C", "N", "C", "O", "C", "C", "C", "C", "C", "C", "Cl", "C", "C", "C", "C", "C", "C", "C", "C", "C", "C", "C", "H", "H", "H", "H", "H", "H", "H", "H", "H", "H", "H", "H", "H", "H", "H", "H", "H", "H", "H", "H", "H", "H", "H", "H", "H", "H", "H", "H", "H", "H", "H", "H"],
  "coordinates": [[-2.720376, 1.912164, -3.921622], [-1.992041, 2.798998, -3.030176], [-2.857893, 3.145473, -1.919640], [-0.614621, 2.384628, -2.712565], [-0.498820, 0.913017, -2.239615], [-1.002349, 0.681968, -0.905315], [-2.035047, -0.136402, -0.658121], [-2.684417, -0.684793, -1.530189], [-2.422700, -0.305864, 0.812875], [-1.265721, -0.323869, 1.821144], [-0.210045, -1.233208, 1.412976], [1.014513, -0.807406, 1.038928], [1.288034, 0.370765, 0.899538], [2.000011, -1.913952, 0.838695], [2.099479, -2.929386, 1.786938], [3.033138, -3.939378, 1.650695], [3.881392, -3.951870, 0.555098], [3.801464, -2.951671, -0.395950], [2.870945, -1.933401, -0.249108], [2.793953, -0.710177, -1.452503], [-1.773684, -0.705251, 3.193878], [-2.257423, -1.984695, 3.442075], [-2.719856, -2.329601, 4.699092], [-2.708591, -1.398264, 5.723631], [-2.231092, -0.121563, 5.484579], [-1.763706, 0.221093, 4.227612], [-0.032549, 3.345517, -1.660680], [1.473999, 3.202006, -1.462965], [2.208781, 3.451796, -2.772051], [1.721254, 2.468446, -3.826581], [0.207129, 2.549414, -4.011578], [-3.573050, 2.464824, -4.319225], [-2.100428, 1.610868, -4.760125], [-3.102122, 1.014056, -3.416785], [-3.099764, 2.293723, -1.269252], [-3.793214, 3.518564, -2.338609], [-2.427040, 3.943037, -1.321577], [0.549682, 0.613427, -2.267308], [-1.060405, 0.263956, -2.913154], [-0.413635, 1.016322, -0.156115], [-3.101310, 0.510598, 1.074787], [-2.993699, -1.234196, 0.877039], [-0.800526, 0.666229, 1.880847], [-0.407429, -2.220342, 1.446628], [1.453626, -2.907401, 2.653348], [3.100365, -4.714275, 2.398696], [4.610199, -4.739604, 0.441594], [4.457585, -2.950551, -1.252088], [-2.282033, -2.719975, 2.649593], [-3.092618, -3.327259, 4.878383], [-3.071424, -1.667570, 6.704132], [-2.219429, 0.609825, 6.278839], [-1.386904, 1.217567, 4.047739], [-0.524162, 3.193347, -0.699764], [-0.245791, 4.363510, -1.994862], [1.716239, 2.209714, -1.080712], [1.798358, 3.925595, -0.711348], [3.285802, 3.343306, -2.628547], [2.013962, 4.473027, -3.108373], [2.013869, 1.456973, -3.538236], [2.200380, 2.681192, -4.785368], [-0.084569, 1.786877, -4.734356], [-0.052742, 3.523577, -4.429635]],
  "forces_ev_per_angstrom": [[0.0, 0.0, 0.0], [-0.1, 0.0, 0.1], [0.0, 0.0, 0.0], [0.1, 0.1, -0.1], [0.0, 0.3, -0.3], [0.3, 0.3, -0.1], [-0.2, -0.1, 0.6], [-0.2, -0.2, -0.2], [0.2, 0.0, -0.2], [-0.2, 0.2, 0.0], [-0.3, -0.2, 0.0], [-0.1, -0.2, 0.0], [0.2, 0.3, 0.1], [0.3, 0.0, 0.0], [0.0, 0.1, -0.1], [0.0, -0.1, 0.0], [-0.1, 0.0, 0.1], [-0.1, 0.1, 0.0], [0.0, -0.2, 0.3], [0.1, 0.2, -0.4], [0.1, 0.2, 0.1], [0.0, 0.1, 0.0], [0.0, -0.1, 0.0], [0.0, 0.0, 0.1], [0.0, 0.0, 0.1], [0.0, 0.0, -0.1], [0.1, -0.2, 0.0], [-0.1, 0.3, -0.1], [0.1, -0.3, 0.1], [0.0, 0.2, -0.1], [0.1, -0.2, 0.2], [0.0, 0.0, -0.1], [0.0, -0.1, -0.1], [0.0, 0.0, 0.0], [-0.1, 0.0, 0.0], [0.0, 0.0, 0.1], [0.0, 0.0, 0.1], [-0.1, -0.1, 0.0], [0.1, 0.0, 0.0], [-0.1, -0.2, 0.1], [0.0, 0.0, 0.0], [0.0, 0.1, 0.0], [-0.1, -0.2, 0.0], [0.1, 0.0, 0.0], [-0.1, 0.0, 0.1], [0.0, -0.1, 0.1], [0.1, -0.1, 0.0], [0.0, 0.0, -0.1], [0.0, -0.1, -0.1], [0.0, -0.1, 0.0], [0.0, 0.0, 0.1], [0.0, 0.1, 0.1], [0.1, 0.1, 0.0], [-0.1, 0.1, 0.0], [-0.1, 0.1, 0.0], [0.1, -0.1, 0.1], [0.0, -0.1, 0.1], [0.0, 0.1, 0.0], [0.0, 0.1, 0.0], [0.1, -0.1, 0.0], [0.0, -0.1, 0.0], [-0.1, 0.0, -0.1], [-0.1, 0.0, 0.0]],
  "smiles": "CN(C)C1(CNC(=O)C[C@H](NC(=O)c2ccccc2Cl)c2ccccc2)CCCCC1"
}


(2)
{
  "formula": "C25H32FN3O3",
  "method": "ωB97M-V with the def2-TZVPD basis set",
  "symbols": ["C", "C", "N", "C", "C", "C", "C", "N", "C", "O", "C", "C", "C", "C", "O", "N", "C", "C", "C", "C", "O", "C", "C", "C", "C", "C", "C", "C", "C", "F", "C", "C", "H", "H", "H", "H", "H", "H", "H", "H", "H", "H", "H", "H", "H", "H", "H", "H", "H", "H", "H", "H", "H", "H", "H", "H", "H", "H", "H", "H", "H", "H", "H", "H"],
  "coordinates": [[-0.738410, -4.998850, 4.730671], [-1.325391, -4.058352, 3.672442], [-0.374055, -3.392351, 2.794723], [0.497517, -4.291112, 2.051067], [-0.282011, -5.217719, 1.124413], [0.340075, -2.298870, 3.438775], [-0.541970, -1.041520, 3.478464], [-1.119211, -0.814152, 2.175076], [-0.749929, 0.211509, 1.382167], [-0.084723, 1.147513, 1.771445], [-1.323703, 0.136360, -0.041525], [-1.004799, -1.177001, -0.750135], [0.503602, -1.344544, -0.818821], [1.290036, -0.106186, -1.225452], [2.438379, -0.223476, -1.608114], [0.683153, 1.102418, -1.090531], [1.457660, 2.285802, -1.210871], [2.675269, 2.390391, -0.543808], [3.421958, 3.542337, -0.635765], [2.969326, 4.628578, -1.386765], [3.784287, 5.721137, -1.408454], [3.383673, 6.841779, -2.156872], [1.747871, 4.530638, -2.040285], [1.002931, 3.365879, -1.951926], [-0.741050, 1.286127, -0.880093], [-1.514802, 1.416250, -2.176615], [-2.749769, 2.055882, -2.165102], [-3.503545, 2.164724, -3.318635], [-3.004349, 1.624788, -4.490401], [-3.734075, 1.725800, -5.621088], [-1.777705, 0.989188, -4.534438], [-1.037491, 0.886914, -3.369917], [-1.535433, -5.350035, 5.380730], [-0.267942, -5.863898, 4.270580], [0.000429, -4.486824, 5.342924], [-2.019826, -4.620336, 3.042564], [-1.901706, -3.278219, 4.174519], [1.151072, -3.666033, 1.436071], [1.144543, -4.890060, 2.711436], [-0.993262, -4.646763, 0.532569], [0.409190, -5.715367, 0.449155], [-0.821280, -5.980528, 1.679140], [1.227325, -2.071228, 2.843975], [0.675810, -2.539831, 4.457190], [-1.346938, -1.151377, 4.211262], [0.055256, -0.165959, 3.737989], [-1.549478, -1.636649, 1.778892], [-2.408499, 0.272063, 0.031583], [-1.428151, -1.143679, -1.756965], [-1.451306, -2.032611, -0.238858], [0.888740, -1.609512, 0.170990], [0.785407, -2.151033, -1.498138], [3.032453, 1.562689, 0.045701], [4.366845, 3.632191, -0.124248], [2.444683, 7.262405, -1.781694], [3.273791, 6.598815, -3.218925], [4.178708, 7.576279, -2.037187], [1.359976, 5.348413, -2.627113], [0.061147, 3.311754, -2.476816], [-0.853413, 2.212295, -0.302339], [-3.121071, 2.479982, -1.243561], [-4.460796, 2.661307, -3.320891], [-1.414005, 0.585674, -5.465948], [-0.071019, 0.406192, -3.398218]],
  "forces_ev_per_angstrom": [[-0.1, 0.2, -0.2], [-0.1, -0.2, 0.1], [0.2, 0.0, -0.1], [-0.1, -0.1, -0.2], [0.2, 0.1, 0.2], [-0.2, 0.2, 0.0], [0.2, -0.1, 0.1], [-0.1, -0.3, 0.2], [-0.5, -0.1, -0.3], [0.3, 0.3, 0.1], [0.2, 0.2, -0.1], [0.0, 0.0, 0.1], [0.0, 0.0, -0.1], [0.0, -0.5, -0.1], [0.2, -0.1, 0.0], [-0.1, 0.2, 0.1], [0.2, 0.4, -0.2], [0.0, 0.1, 0.0], [0.0, 0.1, -0.1], [-0.1, -0.1, 0.0], [0.1, -0.3, 0.2], [-0.1, 0.1, -0.1], [0.3, 0.4, 0.0], [0.0, -0.3, 0.1], [-0.5, -0.1, 0.3], [0.0, 0.0, 0.0], [0.2, -0.1, -0.1], [-0.1, 0.0, -0.2], [0.1, 0.0, 0.1], [0.1, 0.0, 0.1], [-0.2, 0.1, -0.1], [-0.1, 0.1, 0.1], [0.0, -0.1, 0.1], [0.1, -0.1, 0.0], [0.1, 0.0, 0.1], [-0.1, 0.1, 0.1], [-0.1, -0.1, -0.1], [0.0, 0.0, 0.1], [0.0, 0.1, 0.0], [-0.1, 0.1, -0.1], [0.0, -0.1, -0.1], [-0.1, -0.1, 0.0], [0.0, 0.0, 0.0], [0.1, 0.0, 0.0], [0.1, 0.1, 0.0], [-0.1, -0.1, 0.1], [0.1, 0.1, -0.1], [0.1, 0.0, 0.0], [0.0, -0.1, 0.1], [0.0, 0.0, -0.1], [0.0, 0.0, 0.0], [0.1, 0.1, 0.1], [0.0, -0.1, 0.0], [0.1, 0.0, 0.1], [0.0, 0.0, 0.0], [0.0, 0.0, 0.0], [-0.1, 0.0, 0.0], [0.0, 0.1, 0.0], [0.0, 0.0, 0.0], [0.0, -0.2, -0.1], [-0.1, 0.1, 0.1], [-0.1, 0.1, 0.0], [0.0, 0.0, -0.1], [0.1, 0.0, 0.0]],
  "smiles": "CCN(CC)CCNC(=O)[C@@H]1CCC(=O)N(c2ccc(OC)cc2)[C@H]1c1ccc(F)cc1"
}


(3)
{
  "formula": "C25H32N2O2",
  "method": "ωB97M-V with the def2-TZVPD basis set",
  "symbols": ["O", "C", "C", "C", "C", "C", "C", "C", "C", "C", "N", "C", "C", "N", "C", "C", "C", "C", "C", "C", "C", "C", "C", "C", "C", "O", "C", "C", "C", "H", "H", "H", "H", "H", "H", "H", "H", "H", "H", "H", "H", "H", "H", "H", "H", "H", "H", "H", "H", "H", "H", "H", "H", "H", "H", "H", "H", "H", "H", "H", "H"],
  "coordinates": [[-6.339093, 3.888189, -0.440771], [-5.805352, 5.158921, -0.711606], [-5.219471, 5.830885, 0.542347], [-4.107375, 5.057305, 1.054561], [-3.215460, 4.342439, 1.431467], [-2.148766, 3.539149, 1.901214], [-0.834916, 4.003149, 1.840737], [0.199794, 3.214217, 2.302080], [-0.043276, 1.950447, 2.831525], [1.098810, 1.065365, 3.263290], [1.622196, 0.199252, 2.213660], [2.212075, 0.922488, 1.103379], [2.883821, -0.062221, 0.133659], [1.988550, -1.109569, -0.321010], [1.028350, -0.633053, -1.304073], [1.555946, -0.865437, -2.731720], [1.688712, -2.328151, -3.032061], [2.926717, -2.955222, -2.994478], [3.040748, -4.311726, -3.247363], [1.914227, -5.062554, -3.535736], [0.672802, -4.447315, -3.572300], [0.563367, -3.090266, -3.323844], [1.456188, -1.788476, 0.856042], [0.677406, -3.062084, 0.526727], [1.633186, -4.204879, 0.167452], [0.964069, -5.343562, -0.318773], [0.682687, -0.805346, 1.749015], [-1.356710, 1.495652, 2.892338], [-2.400378, 2.275361, 2.435181], [-5.652391, 3.359349, -0.015813], [-6.635115, 5.754804, -1.098979], [-5.026461, 5.092934, -1.486510], [-4.885505, 6.840419, 0.290801], [-5.995768, 5.897293, 1.310083], [-0.636693, 4.984497, 1.434378], [1.213471, 3.587884, 2.260764], [0.778448, 0.415020, 4.082421], [1.932903, 1.679380, 3.616077], [2.966628, 1.606688, 1.499482], [1.460382, 1.522826, 0.559513], [3.266827, 0.482396, -0.731596], [3.724891, -0.541949, 0.641282], [0.814701, 0.438841, -1.188052], [0.081726, -1.162632, -1.193153], [2.525241, -0.377045, -2.836799], [0.857144, -0.402951, -3.432900], [3.807054, -2.374421, -2.761340], [4.010801, -4.785628, -3.216054], [2.000648, -6.120948, -3.730186], [-0.210918, -5.026406, -3.801681], [-0.407172, -2.614298, -3.364229], [2.338459, -2.092701, 1.434759], [0.078781, -3.354350, 1.391103], [-0.007676, -2.907400, -0.308154], [2.365216, -3.841624, -0.563500], [2.166073, -4.538307, 1.061192], [0.587672, -5.130232, -1.181378], [0.287662, -1.330147, 2.621722], [-0.164087, -0.370441, 1.189407], [-1.564411, 0.522016, 3.313388], [-3.417388, 1.914179, 2.493014]],
  "forces_ev_per_angstrom": [[-0.1, -0.3, 0.2], [0.1, 0.3, -0.1], [-0.3, 0.1, -0.3], [0.4, -0.4, 0.2], [-0.6, 0.6, -0.3], [0.4, -0.3, 0.2], [-0.1, 0.0, 0.0], [0.0, -0.1, 0.1], [0.0, 0.0, 0.0], [0.1, -0.1, 0.0], [0.0, 0.1, 0.1], [0.1, -0.1, -0.2], [0.0, 0.3, 0.1], [0.1, -0.2, 0.0], [0.1, 0.1, -0.3], [-0.2, 0.0, 0.3], [0.1, 0.1, -0.1], [0.0, 0.0, -0.1], [0.1, 0.0, 0.0], [0.0, -0.1, 0.0], [-0.1, -0.1, -0.1], [0.0, 0.1, 0.0], [-0.5, -0.1, 0.2], [0.4, 0.0, 0.0], [0.0, 0.4, 0.0], [-0.3, -0.3, -0.1], [0.3, -0.3, -0.1], [0.1, 0.0, 0.0], [0.0, 0.0, 0.0], [0.0, 0.0, 0.0], [0.1, 0.0, 0.0], [-0.1, 0.1, 0.1], [-0.1, 0.0, 0.0], [0.0, 0.1, -0.1], [0.0, 0.0, 0.0], [0.1, 0.0, 0.0], [0.0, 0.1, 0.0], [-0.1, 0.0, 0.1], [0.0, 0.1, 0.0], [0.1, 0.0, 0.1], [0.1, 0.0, 0.0], [0.0, 0.1, 0.0], [-0.1, -0.1, 0.0], [0.0, 0.1, 0.0], [0.0, 0.1, -0.1], [0.1, 0.1, -0.1], [0.1, 0.1, 0.0], [0.1, 0.0, 0.0], [0.0, -0.1, 0.0], [-0.1, 0.0, 0.0], [-0.1, 0.1, 0.0], [-0.1, 0.0, 0.0], [-0.1, 0.0, 0.0], [-0.1, 0.0, 0.0], [0.0, 0.0, 0.1], [0.0, 0.1, 0.0], [0.1, 0.0, 0.0], [-0.1, 0.0, 0.0], [0.0, -0.1, 0.0], [0.0, -0.1, 0.0], [-0.1, 0.0, 0.0]],
  "smiles": "OCCC#Cc1ccc(CN2CCN(CCc3ccccc3)[C@H](CCO)C2)cc1"
}


(4)
{
  "formula": "C25H32N3O2S",
  "method": "ωB97M-V with the def2-TZVPD basis set",
  "symbols": ["C", "S", "C", "C", "C", "N", "H", "H", "H", "H", "H", "H", "H", "C", "C", "N", "C", "C", "C", "C", "C", "C", "C", "C", "C", "N", "C", "C", "O", "C", "C", "C", "C", "C", "C", "C", "C", "O", "H", "H", "H", "H", "H", "H", "H", "H", "H", "H", "H", "H", "H", "H", "H", "H", "H", "H", "H", "H", "H", "H", "H", "H", "H"],
  "coordinates": [[-0.734697, 3.195220, 3.205095], [0.455845, 2.291132, 2.125242], [1.690986, 3.635974, 1.881136], [1.221730, 1.284151, 3.280578], [1.139440, -0.090486, 3.266239], [1.086677, -1.267729, 3.352208], [-1.382402, 2.441339, 3.662120], [-0.165207, 3.738851, 3.967507], [-1.321354, 3.874410, 2.578694], [2.620751, 3.169995, 1.543018], [1.309794, 4.313611, 1.110104], [1.827308, 4.159681, 2.833625], [1.669959, 1.782404, 4.147645], [6.895600, 0.924512, -5.536323], [6.016755, 0.171691, -4.542979], [5.850568, 0.937738, -3.310590], [5.190727, 0.261066, -2.270429], [3.975426, 0.751390, -1.742596], [3.386869, 0.134778, -0.660025], [4.047549, -0.937035, 0.011773], [3.461083, -1.462113, 1.180720], [4.128486, -2.209787, 2.180209], [5.517699, -2.032038, 2.457403], [6.128000, -2.715667, 3.493308], [5.400871, -3.637596, 4.270685], [5.999454, -4.347289, 5.341384], [6.584501, -5.626537, 4.943573], [6.994294, -6.420014, 6.179579], [7.792391, -5.628797, 7.066438], [7.085849, -4.451966, 7.481780], [6.804294, -3.555377, 6.278708], [4.038530, -3.874030, 3.970494], [3.407664, -3.131150, 2.997344], [5.247555, -1.464467, -0.569438], [5.768363, -0.918084, -1.727985], [5.475351, 2.346633, -3.502743], [6.499828, 2.983516, -4.425620], [6.517202, 2.298022, -5.680022], [7.954628, 0.839533, -5.217717], [6.751492, 0.494958, -6.539540], [5.025222, 0.001210, -5.017153], [6.474106, -0.796431, -4.298804], [3.486618, 1.604293, -2.215306], [2.428026, 0.497635, -0.284836], [2.396345, -1.286018, 1.315029], [6.096366, -1.319029, 1.865434], [7.190918, -2.571018, 3.698034], [5.820270, -6.189216, 4.394568], [7.472269, -5.465913, 4.296991], [6.066364, -6.770455, 6.681210], [7.634051, -7.268496, 5.895201], [6.107375, -4.707633, 7.950724], [7.755256, -3.956622, 8.202012], [7.754619, -3.211835, 5.819729], [6.210024, -2.692200, 6.608599], [3.501100, -4.616582, 4.562059], [2.334426, -3.228663, 2.848227], [5.741575, -2.322479, -0.106487], [6.655314, -1.356296, -2.195608], [4.468293, 2.420832, -3.965188], [5.485889, 2.866413, -2.534246], [6.196646, 4.013889, -4.664376], [7.488559, 2.964215, -3.929047]],
  "forces_ev_per_angstrom": [[0.1, 0.2, -0.7], [0.5, -0.1, 1.7], [-0.5, -0.2, -0.2], [0.4, 1.0, -0.2], [-0.4, -2.5, 0.2], [0.0, 2.2, -0.4], [0.2, 0.1, -0.2], [-0.1, -0.2, -0.2], [0.1, 0.0, 0.2], [-0.3, 0.0, 0.1], [0.1, 0.0, 0.2], [0.0, -0.2, -0.3], [-0.2, -0.2, -0.4], [0.2, 0.3, -0.1], [-0.2, 0.0, -0.5], [-0.8, -0.2, 1.2], [0.6, 0.2, -0.5], [-0.1, 0.1, 0.3], [0.3, -0.2, 0.0], [0.1, 0.2, -0.3], [0.4, -0.2, -0.2], [0.4, -0.3, 0.6], [-0.1, -0.1, -0.1], [0.0, 0.1, 0.0], [-0.2, -0.2, -0.2], [-0.6, 0.5, -0.1], [0.3, 0.0, 0.0], [0.1, 0.1, 0.2], [-0.8, 0.1, -0.1], [0.3, -0.2, -0.1], [0.2, -0.3, -0.2], [0.5, 0.0, 0.1], [-0.2, 0.2, -0.2], [0.0, 0.3, -0.3], [-0.2, -0.1, 0.4], [-0.2, -0.2, -0.4], [-0.2, -0.1, -0.4], [0.2, -0.4, 0.7], [-0.4, 0.2, -0.2], [0.3, 0.0, 0.4], [0.3, 0.0, 0.3], [-0.2, 0.2, -0.2], [0.2, -0.3, 0.2], [0.2, -0.2, 0.0], [0.0, -0.1, 0.2], [-0.2, -0.2, 0.3], [-0.4, 0.1, 0.0], [0.2, 0.0, 0.0], [-0.3, -0.1, 0.1], [0.5, 0.1, 0.0], [-0.4, 0.2, 0.1], [0.6, 0.0, -0.1], [-0.4, -0.1, -0.2], [-0.3, -0.1, 0.3], [0.2, -0.1, -0.2], [0.1, 0.3, -0.1], [0.3, 0.0, 0.0], [-0.3, 0.3, -0.3], [-0.3, 0.3, 0.3], [0.4, 0.1, 0.2], [-0.1, -0.2, -0.2], [0.3, -0.3, 0.2], [-0.2, 0.1, -0.3]],
  "charge": 1
}


| no. | highest occupied orbital energy (eV) | Kohn-Sham gap (eV) | E (a.u.) |
| --- | --- | --- | --- |
| 1 | -7.84 | 8.3300 | -1746.83599 |
| 2 | -7.88 | 8.4862 | -1461.72614 |
| 3 | -8.12 | 8.7250 | -1231.75562 |
| 4 | -10.27 | 5.5268 | -1684.40197 |